1.
Entry from the Open Molecules 2025 dataset: C23H48NO2P3Rh as an isolated structure (the ωB97M-V functional and the def2-TZVPD basis).

The geometry in ORCA input format:
```
! wB97M-V def2-TZVPD RIJCOSX def2/J DEFGRID3
* xyz 3 5
Rh 0.7429 0.1056 0.1298
P 2.3482 0.9541 1.6705
P -0.2962 1.8378 -0.7890
P 2.1220 -0.5751 -1.4814
H -1.2134 -1.6961 0.4753
C -0.1779 -1.8660 0.1369
C 0.8508 -1.9103 1.1089
H 0.5612 -1.9001 2.1544
C 1.9348 1.3485 3.4218
C 3.0023 2.5854 1.1339
C 3.8097 -0.1424 1.9164
C -1.6775 1.1941 -1.7589
C -1.0508 2.9741 0.3900
C 0.7387 2.8654 -1.8549
C 2.9405 -2.1820 -1.2796
C 3.4701 0.5767 -1.8093
C 1.1095 -0.7596 -2.9724
H -0.0876 -2.3559 -0.8416
H 1.7839 -2.4402 0.9281
H 1.6473 0.4441 3.9832
H 1.0906 2.0544 3.4421
H 2.7937 1.8141 3.9389
H 2.1815 3.3231 1.1400
H 3.4230 2.5374 0.1195
H 3.7891 2.9311 1.8259
H 3.4739 -1.0880 2.3691
H 4.5409 0.3262 2.5967
H 4.3183 -0.3770 0.9705
H -2.1404 2.0483 -2.2668
H -2.4016 0.7240 -1.0778
H -1.3547 0.4511 -2.4990
H -1.4943 3.8029 -0.1782
H -0.3017 3.3606 1.0957
H -1.8251 2.4399 0.9625
H 0.0925 3.6747 -2.2209
H 1.1342 2.2992 -2.7085
H 1.5726 3.2969 -1.2818
H 3.5301 -2.3730 -2.1835
H 2.2138 -2.9912 -1.1603
H 3.6170 -2.1937 -0.4182
H 3.9683 0.2409 -2.7243
H 4.2080 0.5876 -0.9987
H 3.1053 1.5969 -1.9573
H 1.7374 -1.1961 -3.7543
H 0.7169 0.1994 -3.3247
H 0.2597 -1.4276 -2.7876
C -1.9510 -0.9162 -6.3627
C -3.0735 -1.3518 -7.1178
C -3.3180 -2.7255 -7.1900
C -2.4514 -3.6347 -6.5738
C -1.3000 -3.1843 -5.9056
C -1.0258 -1.8239 -5.8483
O -1.7269 0.3730 -5.9434
H -2.3934 0.9748 -6.3478
H -3.7318 -0.6226 -7.5920
H -4.1889 -3.1001 -7.7247
H -2.6577 -4.7014 -6.6150
H -0.6052 -3.8646 -5.4279
H -0.1552 -1.3927 -5.3547
O -0.8013 0.6641 2.1626
C -1.3934 0.2427 3.1991
C -0.8022 -0.8223 4.0873
C -0.5222 -0.3428 5.4949
C -1.7917 -0.3238 6.3583
C -2.8082 0.7184 5.9323
C -3.4641 0.4112 4.5912
N -2.6042 0.7647 3.4733
H -1.4881 -1.6829 4.1015
H 0.1182 -1.1326 3.5878
H 0.2294 -0.9995 5.9570
H -0.0704 0.6567 5.4788
H -2.2442 -1.3222 6.3390
H -1.5164 -0.1423 7.4045
H -3.6082 0.8127 6.6730
H -2.3345 1.7068 5.8853
H -3.7456 -0.6578 4.5306
H -4.3789 0.9930 4.4541
H -3.0029 1.3060 2.7117
*
```

Output
Relative energy (zero: lowest compared OMol25 entry of this formula, charge and spin) ... 0.0 kJ/mol
Maximum force ... 2.74 eV/Å
Frontier orbital gap (spin up / spin down) ... 6.8 / 4.7 eV
DFT total energy ... -2244.035932 hartree



2.
Entry from the Open Molecules 2025 dataset: C23H48O5P4Tc as an isolated structure (the ωB97M-V functional and the def2-TZVPD basis).

The geometry in ORCA input format:
```
! wB97M-V def2-TZVPD RIJCOSX def2/J DEFGRID3
* xyz 4 4
P -1.7005 -0.2004 2.0236
C -0.7726 0.2759 3.5368
H -1.3378 -0.1151 4.3944
H -0.6727 1.3628 3.6192
H 0.2182 -0.1912 3.5256
C -3.0364 1.0472 2.0793
H -3.9166 0.7089 1.5261
H -2.6819 1.9889 1.6407
H -3.3246 1.2203 3.1237
C -2.4355 -1.7235 2.7298
H -3.0447 -1.4499 3.6006
H -1.6286 -2.3862 3.0640
H -3.0588 -2.2533 2.0046
P 0.1638 -3.0676 -1.1348
C 1.7836 -3.7815 -0.6419
H 1.8033 -4.8310 -0.9689
H 1.8747 -3.7468 0.4507
H 2.6051 -3.2274 -1.1125
C -0.8369 -4.4617 -0.4678
H -1.8247 -4.5266 -0.9268
H -0.9519 -4.3289 0.6154
H -0.3046 -5.4038 -0.6532
C 0.2547 -3.3384 -2.9397
H 0.4182 -4.4064 -3.1451
H 1.1016 -2.7646 -3.3395
H -0.6672 -3.0039 -3.4302
P -0.3169 1.3574 -2.1995
C 1.2014 2.3252 -2.5100
H 0.9465 3.1185 -3.2272
H 1.9616 1.6634 -2.9424
H 1.5863 2.7534 -1.5801
C -0.5717 0.8478 -3.9390
H -0.2930 1.6896 -4.5809
H -1.6043 0.5757 -4.1550
H 0.0858 0.0029 -4.1695
C -1.5184 2.6903 -1.9236
H -1.5320 3.3314 -2.8139
H -1.2190 3.2926 -1.0587
H -2.5250 2.2962 -1.7539
Tc -0.0727 -0.4273 -0.4163
C 0.4019 -1.5280 1.1133
O 0.7143 -2.2272 2.0184
C 1.4723 -0.6209 -1.5020
O 2.4339 -0.7163 -2.1873
C -2.8250 -1.2841 -2.8527
C -3.3317 -0.0963 -2.3247
C -3.8013 -0.0625 -1.0084
C -3.8956 -1.2449 -0.2766
C -3.4023 -2.4377 -0.8081
C -2.9078 -2.4639 -2.1158
H -2.4139 -1.3064 -3.8673
H -3.3908 0.7919 -2.9585
H -4.1526 0.8778 -0.5767
H -4.3864 -1.2425 0.7021
H -3.4504 -3.3618 -0.2272
H -2.6206 -3.4167 -2.5660
C 4.3298 -0.1054 0.3289
C 3.3437 -0.7649 1.2333
O 2.2286 0.0879 1.6975
P 1.4102 1.0991 0.7100
O 2.5844 2.0894 0.1961
C 3.6726 2.8545 1.0212
C 3.9391 2.3098 2.3944
O 0.6359 2.0552 1.7550
C -0.0034 3.3577 1.4370
C -0.1694 4.0546 2.7598
H 5.0068 -0.8994 -0.0004
H 4.9079 0.6393 0.8835
H 3.8641 0.3496 -0.5495
H 2.9291 -1.6784 0.7775
H 3.8371 -1.0843 2.1581
H 4.5677 2.8157 0.3904
H 3.2694 3.8778 1.1028
H 3.7243 1.2408 2.4818
H 4.9894 2.4709 2.6743
H 3.3447 2.8945 3.1048
H 0.6321 3.9238 0.7408
H -0.9818 3.1671 0.9649
H 0.6962 3.8622 3.4124
H -0.2895 5.1316 2.5980
H -1.0692 3.6776 3.2607
*
```

Output
Maximum force ... 6.88 eV/Å
Frontier orbital gap (spin up / spin down) ... 8.5 / 4.7 eV
DFT total energy ... -2726.007599 hartree



3.
Entry from the Open Molecules 2025 dataset: C23H49AlN3OP4 as an isolated structure (the ωB97M-V functional and the def2-TZVPD basis).

The geometry in ORCA input format:
```
! wB97M-V def2-TZVPD RIJCOSX def2/J DEFGRID3
* xyz 3 1
Al 0.4368 1.2082 -0.1231
P -1.9039 1.6042 -1.4563
P 1.0034 -0.4040 -1.7874
P 0.7497 3.5342 -0.5329
H 0.2472 -0.5145 2.0657
C 0.1576 0.5707 1.9167
C -1.1085 1.1160 1.5482
H -1.9428 0.4343 1.3418
C -3.2656 0.3629 -1.4003
C -1.8597 1.8223 -3.2868
C -2.9592 3.0558 -1.0359
C 2.0942 -1.6442 -0.9832
C -0.1397 -1.4532 -2.7479
C 2.0562 0.3133 -3.0993
C -0.2650 4.4893 0.6532
C 0.4614 4.3334 -2.1496
C 2.4480 4.0762 -0.1157
H 0.7872 1.1075 2.6396
H -1.3987 2.1185 1.8738
H -3.5550 0.1604 -0.3612
H -2.9755 -0.5819 -1.8767
H -4.1451 0.7657 -1.9254
H -1.4033 0.9572 -3.7779
H -1.2849 2.7154 -3.5495
H -2.8880 1.9357 -3.6571
H -3.0432 3.1473 0.0527
H -3.9673 2.8977 -1.4450
H -2.5638 3.9938 -1.4408
H 3.0628 -1.6656 -1.4998
H 1.6242 -2.6333 -1.0648
H 2.2771 -1.4959 0.0929
H 0.3686 -1.7498 -3.6754
H -1.0536 -0.9109 -3.0072
H -0.4138 -2.3507 -2.1767
H 2.3542 -0.4919 -3.7864
H 2.9454 0.7864 -2.6628
H 1.4849 1.0681 -3.6546
H 0.2664 5.4219 0.8825
H -0.3968 3.9241 1.5839
H -1.2557 4.7189 0.2439
H 1.0165 5.2813 -2.1752
H -0.6004 4.5401 -2.3277
H 0.8358 3.6936 -2.9592
H 2.4211 5.1339 0.1922
H 3.0935 3.9683 -0.9990
H 2.8619 3.4495 0.6891
C 4.0098 1.0619 1.3996
C 4.9019 -0.0024 1.2032
C 6.1827 0.0808 1.7578
C 6.5499 1.1672 2.5641
C 5.6092 2.1698 2.8268
C 4.3310 2.1258 2.2476
O 2.8152 1.1080 0.6744
H 2.4926 0.1671 0.5201
H 4.6044 -0.8501 0.5805
H 6.9041 -0.7164 1.5643
H 7.5598 1.2320 2.9892
H 5.8695 3.0019 3.4902
H 3.5901 2.8969 2.4702
C -4.0425 -3.8979 2.0137
N -3.8896 -4.1246 0.5563
C -3.0085 -5.2788 0.3063
N -1.6899 -5.1293 0.9676
C -1.8748 -4.8968 2.4151
N -2.7388 -3.7242 2.6895
C -2.0805 -2.4689 2.3212
P -1.7035 -2.3802 0.4789
C -3.4143 -2.9233 -0.1229
C -0.8919 -4.0783 0.3393
H -4.5303 -4.7863 2.4460
H -4.6533 -2.9948 2.1694
H -2.8407 -5.3680 -0.7785
H -3.4924 -6.1786 0.7185
H -0.8941 -4.7275 2.8845
H -2.3684 -5.7810 2.8498
H -2.7276 -1.6194 2.5891
H -1.1331 -2.3668 2.8755
H -3.3492 -3.1065 -1.2065
H -4.1213 -2.0972 0.0458
H 0.0825 -4.0221 0.8476
H -0.7230 -4.3023 -0.7293
*
```

Output
Relative energy (zero: lowest compared OMol25 entry of this formula, charge and spin) ... 48.7 kJ/mol
Maximum force ... 3.26 eV/Å
Frontier orbital gap ... 3.7 eV
DFT total energy ... -2752.139938 hartree



Repeat the first record exactly.
Entry from the Open Molecules 2025 dataset: C23H48NO2P3Rh as an isolated structure (the ωB97M-V functional and the def2-TZVPD basis).

The geometry in ORCA input format:
```
! wB97M-V def2-TZVPD RIJCOSX def2/J DEFGRID3
* xyz 3 5
Rh 0.7429 0.1056 0.1298
P 2.3482 0.9541 1.6705
P -0.2962 1.8378 -0.7890
P 2.1220 -0.5751 -1.4814
H -1.2134 -1.6961 0.4753
C -0.1779 -1.8660 0.1369
C 0.8508 -1.9103 1.1089
H 0.5612 -1.9001 2.1544
C 1.9348 1.3485 3.4218
C 3.0023 2.5854 1.1339
C 3.8097 -0.1424 1.9164
C -1.6775 1.1941 -1.7589
C -1.0508 2.9741 0.3900
C 0.7387 2.8654 -1.8549
C 2.9405 -2.1820 -1.2796
C 3.4701 0.5767 -1.8093
C 1.1095 -0.7596 -2.9724
H -0.0876 -2.3559 -0.8416
H 1.7839 -2.4402 0.9281
H 1.6473 0.4441 3.9832
H 1.0906 2.0544 3.4421
H 2.7937 1.8141 3.9389
H 2.1815 3.3231 1.1400
H 3.4230 2.5374 0.1195
H 3.7891 2.9311 1.8259
H 3.4739 -1.0880 2.3691
H 4.5409 0.3262 2.5967
H 4.3183 -0.3770 0.9705
H -2.1404 2.0483 -2.2668
H -2.4016 0.7240 -1.0778
H -1.3547 0.4511 -2.4990
H -1.4943 3.8029 -0.1782
H -0.3017 3.3606 1.0957
H -1.8251 2.4399 0.9625
H 0.0925 3.6747 -2.2209
H 1.1342 2.2992 -2.7085
H 1.5726 3.2969 -1.2818
H 3.5301 -2.3730 -2.1835
H 2.2138 -2.9912 -1.1603
H 3.6170 -2.1937 -0.4182
H 3.9683 0.2409 -2.7243
H 4.2080 0.5876 -0.9987
H 3.1053 1.5969 -1.9573
H 1.7374 -1.1961 -3.7543
H 0.7169 0.1994 -3.3247
H 0.2597 -1.4276 -2.7876
C -1.9510 -0.9162 -6.3627
C -3.0735 -1.3518 -7.1178
C -3.3180 -2.7255 -7.1900
C -2.4514 -3.6347 -6.5738
C -1.3000 -3.1843 -5.9056
C -1.0258 -1.8239 -5.8483
O -1.7269 0.3730 -5.9434
H -2.3934 0.9748 -6.3478
H -3.7318 -0.6226 -7.5920
H -4.1889 -3.1001 -7.7247
H -2.6577 -4.7014 -6.6150
H -0.6052 -3.8646 -5.4279
H -0.1552 -1.3927 -5.3547
O -0.8013 0.6641 2.1626
C -1.3934 0.2427 3.1991
C -0.8022 -0.8223 4.0873
C -0.5222 -0.3428 5.4949
C -1.7917 -0.3238 6.3583
C -2.8082 0.7184 5.9323
C -3.4641 0.4112 4.5912
N -2.6042 0.7647 3.4733
H -1.4881 -1.6829 4.1015
H 0.1182 -1.1326 3.5878
H 0.2294 -0.9995 5.9570
H -0.0704 0.6567 5.4788
H -2.2442 -1.3222 6.3390
H -1.5164 -0.1423 7.4045
H -3.6082 0.8127 6.6730
H -2.3345 1.7068 5.8853
H -3.7456 -0.6578 4.5306
H -4.3789 0.9930 4.4541
H -3.0029 1.3060 2.7117
*
```

Output
Relative energy (zero: lowest compared OMol25 entry of this formula, charge and spin) ... 0.0 kJ/mol
Maximum force ... 2.74 eV/Å
Frontier orbital gap (spin up / spin down) ... 6.8 / 4.7 eV
DFT total energy ... -2244.035932 hartree